<A>
One molecule with the formula FNO3S, computed with ωB97M-V with the def2-TZVPD basis set.

As for the HOMO-LUMO gap: 9.46 eV.

```
6
FNO3S, DFT ωB97M-V with the def2-TZVPD basis set
N 0.40391 -0.27942 -1.64094
O -0.70310 -0.19377 -0.74447
O 1.45849 -0.23250 -1.15896
O -0.12057 1.61090 1.25181
F -0.05157 -1.05322 1.46740
S -0.98717 0.14801 0.82515
```

=====

<B>
One molecule with the formula FNO3S, computed with ωB97M-V with the def2-TZVPD basis set.

As for the HOMO-LUMO gap: 9.77 eV.

```
6
FNO3S, DFT ωB97M-V with the def2-TZVPD basis set
N -1.51273 -0.13689 0.39131
O -0.33217 -0.36555 1.07396
O -1.42983 0.20958 -0.72705
O 1.09486 1.31452 -0.59369
F 0.98876 -1.17543 -0.54268
S 1.19110 0.15377 0.39815
```

=====

Most stable structure, least stable structure: <B>, <A>.

=====

<A>
One molecule with the formula C5H8N4O2, computed with ωB97M-V with the def2-TZVPD basis set.

As for the HOMO-LUMO gap: 8.96 eV.

```
19
C5H8N4O2, DFT ωB97M-V with the def2-TZVPD basis set
C -1.09162 0.21168 -1.89494
C -1.19326 -0.74578 -0.69928
C -0.33679 -0.45735 0.59772
C -0.70183 0.51290 1.63934
C 0.51233 0.64877 2.33108
H 1.73873 -0.61180 -1.47264
H 1.05938 -1.70622 -2.51175
H -0.02761 0.43242 -3.79723
H -0.87265 -1.76189 -0.82954
H -2.28170 -0.85343 -0.48531
H -1.71020 0.98246 1.78129
H 2.34902 -0.33701 2.20965
H 0.90443 -2.01062 1.04782
N 1.14125 -0.68634 -2.37313
N -0.00435 -0.09204 -2.76790
N 1.28398 -0.41165 2.00645
N 0.85095 -1.01372 0.86582
O -1.87935 1.16290 -2.27377
O 0.97997 1.37097 3.28571
```

=====

<B>
C5H8N4O2 as an isolated structure, computed with ωB97M-V with the def2-TZVPD basis set.

As for the HOMO-LUMO gap: 8.30 eV.

```
19
C5H8N4O2, DFT ωB97M-V with the def2-TZVPD basis set
C -1.61682 2.28287 -0.07478
C -2.30963 1.12051 0.00427
C 0.19456 0.86514 -0.34760
C 2.41381 -1.37275 0.71176
C 1.70829 -0.91524 -0.54494
N 1.25222 0.35216 -0.60750
N -0.23234 2.14254 -0.16243
N -1.52187 0.03272 -0.14294
N -1.98108 -1.25603 -0.03575
O -3.15025 -1.44665 0.28028
O -1.16667 -2.12102 -0.35253
H -2.11225 3.28967 0.21005
H -3.43055 1.06779 0.25193
H 2.91295 -2.38270 0.66177
H 3.30902 -0.77712 0.86610
H 2.00453 -1.26838 1.67167
H 0.88777 -1.60774 -0.89897
H 2.48035 -0.97414 -1.39993
H 0.35796 2.96833 -0.09046
```

=====

Most stable structure, least stable structure: <A>, <B>.

=====

<A>
One molecule with the formula C4H10, computed with ωB97M-V with the def2-TZVPD basis set.

As for the HOMO-LUMO gap: 12.33 eV.

```
14
C4H10, DFT ωB97M-V with the def2-TZVPD basis set
C 0.92766 1.65551 0.50149
C -0.87580 -1.69719 -0.44942
C -0.04131 -0.43592 -0.67771
C 0.10630 0.34094 0.63826
H 1.74598 1.49761 -0.18764
H 1.12161 2.10395 1.46566
H 0.36754 2.40352 -0.09942
H -0.71046 -2.32753 -1.32287
H -1.91349 -1.33289 -0.34557
H -0.70848 -2.23853 0.47280
H -0.70666 0.29530 -1.17818
H 0.89127 -0.61383 -1.21174
H -0.91903 0.51177 0.99346
H 0.71486 -0.16272 1.40088
```

=====

<B>
One molecule with the formula C4H10, computed with ωB97M-V with the def2-TZVPD basis set.

As for the HOMO-LUMO gap: 12.62 eV.

```
14
C4H10, DFT ωB97M-V with the def2-TZVPD basis set
C -0.99789 -1.00464 -0.14622
C -0.00546 -0.00878 0.44191
C -0.41298 1.36262 -0.07752
C 1.42866 -0.36294 0.04571
H -1.05555 -0.80411 -1.22521
H -0.69553 -2.04412 0.00410
H -2.00387 -0.86534 0.26495
H -0.07516 0.00658 1.53964
H 0.32299 2.12879 0.17657
H -1.38619 1.65505 0.33254
H -0.52008 1.30406 -1.16999
H 1.70752 -1.36194 0.40158
H 2.14763 0.35414 0.45816
H 1.54592 -0.35937 -1.04622
```

=====

Most stable structure, least stable structure: <B>, <A>.

=====

<A>
C18H28CuF6N3O7S2 as an isolated structure, computed with ωB97M-V with the def2-TZVPD basis set.

As for the HOMO-LUMO gap: 8.19 eV.

```
65
C18H28CuF6N3O7S2, DFT ωB97M-V with the def2-TZVPD basis set
Cu 0.34779 -0.10098 0.32966
C 4.12044 -0.13893 -0.41922
F 3.26523 -0.42716 -1.40707
F 4.44995 -1.27773 0.19729
F 5.20940 0.41690 -0.93331
S 3.32212 1.04154 0.74674
O 4.35505 1.55449 1.56635
O 2.63833 1.99696 -0.06882
N 2.19670 0.03618 1.42404
S 2.52482 -0.10980 2.99764
O 3.85663 -0.59220 3.22040
O 2.05853 0.98586 3.78479
C 1.51273 -1.54267 3.56062
F 1.98274 -2.69603 3.06463
F 1.56683 -1.58744 4.87827
F 0.21978 -1.42622 3.17917
C -3.94284 0.88238 1.77691
C -4.05041 1.18063 0.26870
C -2.96819 0.27428 -0.35940
O -2.18405 -0.21969 0.69698
C -3.01109 -0.32525 1.84736
H -4.91437 0.63789 2.20576
H -3.51100 1.70809 2.33877
H -3.83153 2.21792 0.02713
H -5.02738 0.88930 -0.11031
H -2.30202 0.79154 -1.05020
H -3.42564 -0.56003 -0.91466
H -2.36959 -0.30253 2.72689
H -3.54212 -1.28582 1.82727
C -0.69042 3.92451 1.75617
C -0.39356 4.39575 0.34817
C -0.42037 3.10976 -0.49469
O -0.35982 2.02483 0.43061
C -0.12521 2.52309 1.75416
H -1.76620 3.91532 1.96108
H -0.24901 4.50471 2.56640
H 0.56012 4.91350 0.24706
H -1.14558 5.10900 0.00554
H 0.44304 3.01745 -1.15307
H -1.36621 3.03417 -1.03814
H 0.95615 2.58753 1.92378
H -0.52801 1.83334 2.49517
C -0.52443 1.22239 -3.88062
C 0.20055 0.09174 -3.18481
O 0.29537 0.06525 -1.96900
N 0.69339 -0.88974 -3.96869
C 1.27786 -2.08242 -3.41836
H -0.53588 1.13041 -4.96446
H -0.06157 2.15638 -3.56831
H -1.54753 1.23191 -3.50438
H 0.52179 -0.81930 -4.95535
H 2.06632 -2.47200 -4.05910
H 0.53937 -2.87570 -3.25820
H 1.70528 -1.85243 -2.44828
N 0.06806 -2.28325 0.01547
C 1.20510 -2.96819 0.14805
C 1.34516 -4.28344 -0.27686
C 0.25916 -4.90797 -0.85315
C -0.93743 -4.22175 -0.92080
C -0.97953 -2.90828 -0.49124
H 2.02792 -2.48230 0.65961
H 2.28763 -4.80535 -0.18285
H 0.33816 -5.91596 -1.23940
H -1.80875 -4.70978 -1.33681
H -1.89777 -2.33468 -0.54703
```

=====

<B>
C18H28CuF6N3O7S2 as an isolated structure, computed with ωB97M-V with the def2-TZVPD basis set.

As for the HOMO-LUMO gap: 8.64 eV.

```
65
C18H28CuF6N3O7S2, DFT ωB97M-V with the def2-TZVPD basis set
Cu -0.63139 0.12296 -0.16906
C -2.39795 -2.70192 -1.35203
F -1.65082 -1.95443 -2.25761
F -3.05645 -3.64503 -1.97338
F -1.66103 -3.27872 -0.47673
S -3.74811 -1.55750 -0.58296
O -4.29213 -0.90912 -1.79798
O -4.63468 -2.46767 0.15798
N -2.77130 -0.46696 0.33329
S -3.78975 -0.17050 1.48142
O -5.15834 0.20452 1.08281
O -3.78250 -1.24346 2.53217
C -3.04698 1.39047 2.33020
F -3.97540 1.92785 3.15010
F -1.92002 1.09141 3.00524
F -2.72835 2.24271 1.33346
C 2.87623 2.67211 0.79989
C 2.32483 2.73151 2.20201
C 0.86188 2.41144 2.07961
O 0.66397 1.93850 0.71213
C 1.64063 2.52215 -0.09102
H 3.49446 1.77662 0.73683
H 3.50859 3.50978 0.50573
H 2.31840 3.76789 2.53961
H 2.82172 2.05828 2.90056
H 0.28933 3.33819 2.11741
H 0.42813 1.73678 2.81771
H 1.21210 3.45100 -0.46747
H 1.72540 1.79842 -0.90165
C 0.60760 -2.98859 3.30131
C 1.75484 -2.46333 2.51074
C 1.31898 -1.00045 2.25865
O -0.03320 -1.20163 1.89280
C -0.58739 -2.43566 2.48715
H 0.64363 -2.62186 4.32713
H 0.63969 -4.07786 3.27741
H 1.72503 -2.95308 1.53742
H 2.64836 -2.59308 3.12138
H 1.89785 -0.47574 1.49859
H 1.37162 -0.37486 3.14969
H -0.83811 -3.11249 1.67037
H -1.47827 -2.20603 3.07171
C 1.55944 -3.35470 -1.20362
C 1.84841 -1.92558 -1.42130
O 1.14290 -0.97426 -1.16691
N 3.09278 -1.70989 -1.85724
C 3.59236 -0.37469 -2.10454
H 0.74012 -3.41760 -0.48748
H 2.38063 -3.95520 -0.81232
H 1.08027 -3.84425 -2.05146
H 3.73178 -2.49202 -1.85026
H 4.64744 -0.40012 -2.37707
H 3.40292 0.36243 -1.32424
H 3.02079 -0.10486 -2.99257
N -1.14068 1.73240 -2.05799
C -2.09141 2.65025 -2.12857
C -2.33823 3.41751 -3.25825
C -1.56048 3.20113 -4.39061
C -0.45358 2.29463 -4.30414
C -0.30912 1.53191 -3.14017
H -2.65388 2.67113 -1.20684
H -3.15548 4.12326 -3.27889
H -1.68647 3.86996 -5.22918
H 0.12986 2.15156 -5.20166
H 0.42855 0.75436 -3.00728
```

=====

Most stable structure, least stable structure: <A>, <B>.

=====

<A>
C2H2N2O2S as an isolated structure, computed with ωB97M-V with the def2-TZVPD basis set.

As for the HOMO-LUMO gap (alpha / beta): 7.22 / 7.27 eV.

```
9
C2H2N2O2S, DFT ωB97M-V with the def2-TZVPD basis set
C 0.61865 1.04007 -0.10916
C -0.04576 -0.17812 0.03949
N 1.16102 -0.98319 0.02030
N -1.35574 -0.46698 -0.08012
O -1.92361 1.62963 0.11254
O -2.14784 -1.37377 -0.03764
S 2.21658 0.33315 0.13669
H 0.24069 1.95523 -0.37698
H 1.23601 -1.95603 0.29489
```

=====

<B>
C2H2N2O2S as an isolated structure, computed with ωB97M-V with the def2-TZVPD basis set.

As for the HOMO-LUMO gap (alpha / beta): 7.14 / 7.25 eV.

```
9
C2H2N2O2S, DFT ωB97M-V with the def2-TZVPD basis set
C 0.64163 1.06100 1.39040
C -0.24196 -0.21340 0.08437
N 0.00192 0.76455 -0.81524
N -0.28036 -1.53794 -0.30186
O -0.00053 -2.42091 0.48374
O -0.71374 -1.69094 -1.44896
S 0.37539 2.11754 0.06900
H 0.24210 1.29333 2.36295
H -0.02445 0.62677 -1.82441
```

=====

Most stable structure, least stable structure: <B>, <A>.

=====

<A>
A 17-piece molecular cluster, H34O17 overall, computed with ωB97M-V with the def2-TZVPD basis set.

As for the HOMO-LUMO gap: 10.03 eV.

```
51
H34O17, DFT ωB97M-V with the def2-TZVPD basis set
O -1.53224 0.81140 1.09557
H -1.45279 1.34033 0.22211
H -1.55145 1.32436 1.82342
O 2.37633 -1.17098 0.79233
H 3.05847 -1.78337 0.69425
H 2.96364 -0.52892 1.38416
O 1.48439 -4.29899 -3.14874
H 1.01304 -4.65553 -3.81965
H 0.85125 -3.76261 -2.72272
O -3.49142 -1.21112 -3.74237
H -4.06233 -0.99401 -3.05617
H -2.68348 -1.45720 -3.33970
O 3.80667 -2.39678 -1.67304
H 3.58324 -3.27625 -1.84128
H 4.58700 -2.24201 -2.34354
O -0.25898 2.56172 -1.52438
H 0.48533 1.97152 -1.54472
H -0.33033 2.87411 -2.47860
O 3.93389 1.50370 2.75157
H 3.44396 2.17423 3.32787
H 4.55555 1.93215 2.06297
O 1.12941 0.26432 -1.26406
H 1.15595 0.26222 -0.28028
H 1.56584 -0.61894 -1.35413
O -3.50220 0.68449 3.66485
H -3.04458 0.65157 4.52626
H -3.95567 1.55318 3.50234
O -3.21090 4.16646 -1.38624
H -2.79647 3.39880 -1.79627
H -4.07318 3.98897 -1.49037
O -3.66830 -0.82956 1.47791
H -3.59994 -0.82389 2.44616
H -3.15464 -0.11184 1.45599
O 0.19207 3.08454 1.04788
H -0.16804 2.86605 0.22479
H 0.91442 2.46066 1.07363
O -4.03978 3.24165 1.58999
H -4.85641 3.40666 0.96187
H -3.74036 4.18324 1.47637
O 2.56248 -0.73437 3.44367
H 1.87118 -1.17961 3.02644
H 2.33192 -0.00294 3.88934
O 5.91629 -0.11911 -1.13025
H 5.23675 -0.45165 -0.73149
H 5.71104 -0.08026 -1.99346
O -2.24043 -2.94150 -1.86500
H -1.29944 -3.00297 -1.65931
H -2.47464 -2.12253 -1.30185
O 0.13306 -3.34953 -0.56042
H -0.05244 -3.99029 0.07708
H 0.37722 -2.56957 0.00924
```

=====

<B>
A 17-piece molecular cluster, H34O17 overall, computed with ωB97M-V with the def2-TZVPD basis set.

As for the HOMO-LUMO gap: 9.43 eV.

```
51
H34O17, DFT ωB97M-V with the def2-TZVPD basis set
O 11.79864 12.70612 -13.63169
H 12.47819 12.26081 -13.20638
H 11.55414 13.27847 -12.92865
O 8.79838 16.19745 -10.82707
H 9.44478 15.45050 -10.85447
H 9.04273 16.98922 -11.33430
O 10.49535 17.08642 -12.84718
H 10.88483 17.93017 -12.50138
H 10.38668 17.27346 -13.77479
O 9.49549 11.29198 -13.84044
H 9.43464 10.99113 -12.92166
H 10.31620 11.71641 -13.86093
O 12.28350 15.07370 -12.37894
H 11.52861 15.74594 -12.32697
H 12.99381 15.40296 -11.80390
O 10.04120 12.14907 -16.49772
H 9.85753 13.01065 -16.90279
H 9.66271 12.21274 -15.66767
O 9.89640 10.95565 -11.20096
H 9.10408 10.69394 -10.75578
H 10.00816 11.89371 -10.98579
O 9.82429 13.49339 -10.73214
H 8.95229 13.36128 -11.08206
H 9.82186 13.29131 -9.79236
O 5.33001 13.78985 -13.50934
H 5.83997 14.56542 -13.65757
H 5.48828 13.35430 -14.32925
O 7.06455 12.63739 -15.18170
H 7.44799 12.84743 -15.97641
H 7.20701 11.69037 -15.16322
O 12.16532 14.37179 -15.73044
H 12.07790 13.98047 -14.84791
H 12.42506 15.24069 -15.35768
O 6.91611 10.16936 -12.98165
H 7.51839 9.50141 -12.71442
H 7.43398 10.99795 -12.84227
O 6.51323 15.93490 -11.98123
H 7.30683 15.88497 -11.36536
H 5.80449 16.29586 -11.44528
O 7.44490 12.64030 -12.10114
H 6.61605 12.82918 -12.58500
H 7.26915 12.61101 -11.19048
O 9.35905 14.22292 -13.63735
H 8.97661 13.44778 -13.33407
H 8.73630 14.87801 -13.28334
O 7.69161 16.07758 -14.64134
H 6.97118 16.71742 -14.79499
H 7.62385 15.46987 -15.38457
O 9.63262 14.80858 -16.25269
H 9.23101 14.78801 -15.41073
H 10.55392 14.63619 -16.00558
```

=====

Most stable structure, least stable structure: <B>, <A>.